[1]
Here is the molecule C2H5N3OS2 in a non-equilibrium geometry from OMol25. Energies are from ωB97M-V/def2-TZVPD.

Structure (ORCA input):
```
! wB97M-V def2-TZVPD RIJCOSX def2/J DEFGRID3
* xyz 0 1
N -0.6448 -0.1735 2.4258
N -0.6360 -0.0867 1.0147
C 0.3717 0.5200 0.3561
S 1.5441 1.4216 1.1001
N 0.1693 0.3612 -1.0214
O 0.6543 1.3247 -1.8417
C -0.0437 -0.8897 -1.4865
S -0.0302 -1.2118 -3.0657
H 0.1139 -0.8473 2.6703
H -0.3440 0.7220 2.7302
H -1.5035 -0.4250 0.5741
H 0.5461 0.9359 -2.7193
H -0.1972 -1.6514 -0.7367
*
```

## Properties
LUMO level = -0.383 eV
Total energy = -30340.5643 eV
Orbital gap = 8.7283 eV

[2]
Here is a 2-piece molecular cluster, C2H5N3P overall in a non-equilibrium geometry from OMol25. Energies are from ωB97M-V/def2-TZVPD.

Structure (ORCA input):
```
! wB97M-V def2-TZVPD RIJCOSX def2/J DEFGRID3
* xyz 1 1
C 0.0951 -1.5045 -0.0363
C -0.8340 0.7007 -0.3842
N 1.3178 -1.1053 -0.0017
N -0.9471 -0.6412 -0.0797
N 0.2832 1.3232 -0.2821
P 1.9278 0.4189 0.2221
H -0.1443 -2.5509 -0.2577
H -1.7657 1.3706 -0.5645
H -1.8816 -1.1133 -0.3510
H 0.1290 2.3592 -0.3960
H 1.8199 0.7427 2.1312
*
```

## Properties
LUMO level = -5.026 eV
Total energy = -15905.3070 eV
Orbital gap = 8.6037 eV

[3]
Here is the molecule C2H5N3S in a non-equilibrium geometry from OMol25. Energies are from ωB97M-V/def2-TZVPD.

Structure (ORCA input):
```
! wB97M-V def2-TZVPD RIJCOSX def2/J DEFGRID3
* xyz 0 1
N -1.6407 -0.1431 -0.2908
N -0.6832 -0.9073 -0.8362
C 0.5709 -0.8600 -0.6191
C 1.2373 0.4884 -0.1793
N 1.0401 1.2605 0.7476
S 0.2494 0.9030 2.1997
H -2.4432 -0.3309 -0.8703
H -1.4814 0.9523 -0.3071
H 1.3385 -1.7240 -0.8301
H 2.0396 0.7000 -0.9822
H -0.2272 -0.3390 1.9676
*
```

## Properties
LUMO level = 0.723 eV
Total energy = -17457.4296 eV
Orbital gap = 9.8587 eV

[4]
Here is a 2-piece molecular cluster, C2H5N3S overall in a non-equilibrium geometry from OMol25. Energies are from ωB97M-V/def2-TZVPD.

Structure (ORCA input):
```
! wB97M-V def2-TZVPD RIJCOSX def2/J DEFGRID3
* xyz 0 1
C -0.0203 -0.1278 0.0650
C 1.4365 -0.2730 0.3482
N -0.8640 -1.1797 0.0054
N -2.1168 -0.9055 -0.1224
N -0.7744 0.9711 0.2649
S -2.4154 0.6863 -0.1868
H -0.0625 -0.0598 -2.0135
H 1.5230 -0.5467 1.3094
H 1.9068 0.6344 0.1516
H 1.9109 -1.1000 -0.1598
H -0.5238 1.9006 0.3380
*
```

## Properties
LUMO level (spin up / spin down) = -0.061 / -0.388 eV
Total energy = -17455.3923 eV
Orbital gap (spin up / spin down) = 8.4802 / 6.6456 eV

[5]
Here is the molecule C2H5N3S in a non-equilibrium geometry from OMol25. Energies are from ωB97M-V/def2-TZVPD.

Structure (ORCA input):
```
! wB97M-V def2-TZVPD RIJCOSX def2/J DEFGRID3
* xyz 0 3
C -0.7128 0.1141 0.0856
C 1.5295 -0.7315 0.0612
N -1.5333 -1.1301 0.1822
N -1.6451 1.0482 0.0060
N 0.5951 0.3798 0.0904
S -2.9543 -0.1433 -0.0189
H 0.9580 -1.5801 -0.2898
H 2.4710 -0.3988 -0.4419
H 1.9161 -0.9195 1.0495
H -1.4263 2.0296 -0.3853
H 0.8021 1.3316 -0.3390
*
```

## Properties
LUMO level (spin up / spin down) = 0.497 / -1.154 eV
Total energy = -17455.6933 eV
Orbital gap (spin up / spin down) = 5.9345 / 7.8466 eV

[6]
Here is a 2-piece molecular cluster, C2H5N3S2 overall in a non-equilibrium geometry from OMol25. Energies are from ωB97M-V/def2-TZVPD.

Structure (ORCA input):
```
! wB97M-V def2-TZVPD RIJCOSX def2/J DEFGRID3
* xyz 0 1
C 1.3938 -1.1092 -1.7461
N 0.6597 -0.0914 -1.6518
N -0.1253 0.6595 -1.1485
S -1.1062 1.7914 -1.5846
H 0.9739 -2.0993 -1.8450
H 2.4670 -0.9830 -1.7759
N -1.0467 0.9099 1.8622
C -0.3235 -0.1406 1.4725
S -0.9499 -1.6127 1.1583
H -2.0502 0.8197 1.8687
H -0.6369 1.8183 1.9945
H 0.7443 0.0373 1.3958
*
```

## Properties
LUMO level = -0.009 eV
Total energy = -28292.4908 eV
Orbital gap = 8.0186 eV

Values for ΔE to the lowest compared entry with this formula, charge and spin, kJ/mol, ordered as above
260.9; 118.6; 355.3; 551.9; 0.0; 403.0